1.
Here is 3 unconnected molecules or ions with the total composition C5H11NO from OMol25. Energies are from wB97M-V/def2-TZVPD.

Values from the calculation:
- orbital gap (eV) = 10.34
- SMILES string = C/C=N/C=O.[H][H].C=C
- LUMO (eV) = 0.344
- relative energy (zero: lowest compared OMol25 entry of this formula, charge and spin) (eV) = 3.2652
- HOMO energy (eV) = -9.9933

Geometry (Å):
C1 -2.19 -0.35 -0.73
C2 -1.64 0.83 -0.99
C3 1.07 0.69 0.54
C4 0.50 1.37 1.74
N1 1.45 -0.52 0.59
C5 2.03 -1.04 -0.58
O1 2.76 -0.43 -1.33
H1 -2.07 -1.19 -1.41
H2 -0.85 -2.47 0.62
H3 -2.76 -0.53 0.17
H4 -1.06 1.01 -1.89
H5 -1.76 1.67 -0.31
H6 1.20 1.28 -0.38
H7 -0.06 2.27 1.48
H8 -0.15 0.68 2.29
H9 1.33 1.65 2.40
H10 -0.29 -2.03 0.83
H11 1.79 -2.10 -0.74

Mulliken population analysis, charges in e, atoms 1 to 4: atom 1 (C): -0.5425, atom 2 (C): -0.4756, atom 3 (C): 0.0696, atom 4 (C): -0.9976

=====

2.
Here is a single C5H11NO molecule in a non-equilibrium geometry from OMol25. Energies are from wB97M-V/def2-TZVPD.

Values from the calculation:
- orbital gap (eV) = 10.00
- SMILES string = CCN(C)C(C)=O
- LUMO (eV) = 0.870
- relative energy (zero: lowest compared OMol25 entry of this formula, charge and spin) (eV) = 1.2652
- HOMO energy (eV) = -9.1323

Geometry (Å):
C1 1.09 0.37 -2.02
C2 0.02 1.14 -1.24
N1 -0.10 0.36 0.11
C3 0.63 0.67 1.35
C4 -1.02 -0.66 0.14
O1 -1.73 -0.89 -0.82
C5 -1.15 -1.55 1.39
H1 2.02 0.89 -2.27
H2 0.74 -0.22 -2.87
H3 1.25 -0.29 -1.17
H4 -0.96 1.09 -1.73
H5 0.31 2.19 -1.08
H6 -0.01 1.19 2.07
H7 1.01 -0.23 1.87
H8 1.50 1.30 1.15
H9 -1.97 -2.26 1.20
H10 -1.40 -0.98 2.29
H11 -0.25 -2.13 1.61

Mulliken population analysis, charges in e, atoms 1 to 4: atom 1 (C): -0.8429, atom 2 (C): -0.4715, atom 3 (N): -0.0623, atom 4 (C): -1.0787

=====

Among the records above, which one has the highest LUMO? number 2

=====

Which formula does entry 1 have? C5H11NO